Entry 1:
17
Properties=species:S:1:pos:R:3:mulliken_charge:R:1 method="wB97M-V/def2-TZVPD" e_tot_ha=-472.1628 e_above_lowest_kj_mol=470.0
C 2.5680 0.6380 0.3654 -0.8452
C 2.3925 -0.7770 0.4876 -0.2397
C 1.3053 1.1241 0.1892 -0.0413
C -2.7196 0.7328 0.5653 -0.0301
C -1.7283 -1.1945 -0.0568 -0.1892
C -0.8333 0.0755 -0.1886 -0.2965
N 1.1295 -1.1328 0.3915 -0.9708
N -1.5920 1.1715 0.2043 -0.3210
N 0.4785 0.0495 0.2171 0.8376
O -2.9375 -0.5815 0.3581 -0.3690
H 3.3575 1.3276 0.4139 0.4011
H 3.0154 -1.6299 0.6210 0.4726
H 0.7718 2.0146 0.0723 0.4818
H -3.5439 1.3907 0.9415 0.3651
H -1.7163 -1.6380 -1.0706 0.2857
H -1.4465 -1.7677 0.8199 0.3273
H -0.5186 0.7898 -2.0943 0.1316

Entry 2:
17
Properties=species:S:1:pos:R:3:mulliken_charge:R:1 method="wB97M-V/def2-TZVPD" e_tot_ha=-472.1439 e_above_lowest_kj_mol=519.8 smiles="C=C=Cc1nccn1NO"
C 2.7858 -0.9620 1.4948 -0.8731
C 1.9223 -0.4403 0.6390 0.1057
C 1.4508 0.0720 -0.3971 -0.1828
C 0.1585 0.3582 -1.0079 0.7430
N 0.1271 0.7651 -2.3002 -0.6523
C -1.1161 0.7220 -2.7350 -0.3760
C -1.9285 0.2440 -1.7276 -0.1756
N -1.1098 0.0527 -0.6536 0.5807
N -1.6582 -0.4529 0.5108 -0.7709
O -1.4800 0.4769 1.6067 -0.4197
H 3.3052 -0.4437 2.2665 0.2824
H 3.0723 -2.0347 1.2689 0.2017
H 2.2552 0.4074 -1.1532 0.3096
H -1.3890 0.8293 -3.8696 0.2848
H -3.0446 0.0975 -1.6242 0.2891
H -2.6784 -0.7469 0.5660 0.3004
H -0.9510 -0.0257 2.3293 0.3531

Entry 3:
20
Properties=species:S:1:pos:R:3:mulliken_charge:R:1 method="wB97M-V/def2-TZVPD" e_tot_ha=-698.0050 total_charge=-2 e_above_lowest_kj_mol=37.7 smiles="C[C@@]1(C(=O)[O-])NN=N[C@]1(C)C(=O)[O-]"
C 1.5006 1.1196 -0.0050 -1.6971
C 0.0608 0.6590 -0.2448 1.0723
C -0.7414 1.7729 0.6397 0.4795
O -1.3560 2.6522 -0.0064 -0.7872
O -0.4806 1.7298 1.8649 -0.7612
N -0.2501 0.8800 -1.6465 -0.2175
N -0.6050 -0.3443 -2.2669 -0.7383
N -0.4568 -1.3409 -1.5342 -0.3547
C -0.2697 -1.0121 -0.1855 1.3011
C 0.8467 -1.6806 0.7336 -2.0594
C -1.7743 -1.3560 0.4797 0.4133
O -1.6908 -2.2081 1.3834 -0.7658
O -2.7716 -0.7958 0.0392 -0.7255
H 2.2705 0.4775 -0.7369 0.2332
H 1.7454 0.9669 0.9635 0.3821
H 1.6674 2.2316 -0.3990 0.3510
H -0.9668 1.6279 -1.9181 0.4082
H 1.7520 -1.6946 0.2588 0.5104
H 0.4458 -2.5829 1.0356 0.5710
H 1.0739 -1.1021 1.5447 0.3845